57
Properties=species:S:1:pos:R:3:mulliken_charge:R:1 method="wB97M-V/def2-TZVPD" s_squared=3.7637 gap_ev="3.81 / 6.70" largest_force_ha_per_bohr=0.11777 e_homo_ev="-1.5 / -4.4" energy_ev=-49150.8114 lumo_ev="2.34 / 2.27" charge=-1 spin_multiplicity=4
C -4.9861 1.3432 3.8080 -0.401
O -3.3285 2.5066 4.7398 -0.235
H -4.5971 1.4463 5.9849 0.265
O 4.2542 -0.3300 -2.8588 -0.385
H -5.7133 0.5813 4.0886 0.315
O -2.8427 -3.2345 0.9704 -0.483
C -2.8510 1.7462 3.8352 0.088
H 1.1689 -0.6026 2.4204 0.286
H -1.2477 -2.3662 0.2382 -0.544
C 0.6452 -3.2951 -1.7680 0.721
H 5.1070 -2.1708 -2.4123 0.271
H 2.3945 4.1758 -0.7775 0.282
H -5.4279 2.0345 3.0904 0.325
C 1.4360 4.2224 -1.2944 -0.367
O 5.4749 0.6903 -1.4847 -0.379
H 1.7083 -0.2762 -0.5106 -0.015
C 0.1469 -1.3737 -2.8809 0.079
H 0.3589 3.4345 -3.0072 0.337
O -3.5468 -1.6138 -0.2177 -0.401
O 4.5623 1.7612 -3.3386 -0.599
H 6.2292 -0.9477 -0.5444 0.288
O 1.1755 -2.3403 -2.5176 -0.242
C -0.9423 -2.4200 -3.0744 -0.562
H 1.9560 2.8637 -2.7199 0.204
C 4.7383 0.8165 -2.6043 0.765
O 0.6784 1.1583 1.6752 -0.499
H 0.3564 -0.7410 -3.7434 0.377
O -0.7672 -3.2392 -1.9246 -0.375
H 2.5605 0.4411 2.0077 0.267
H -1.9430 -2.0156 -3.2264 0.406
C -3.6654 -2.8899 -0.0911 0.764
O -4.2901 -3.5315 -0.8973 -0.604
O 0.5070 4.5321 -0.3200 -0.421
C -4.6334 2.0828 5.1009 -0.450
O -3.7648 0.8687 3.4456 -0.212
H -0.8564 -2.8707 -4.0631 0.293
H -2.0925 -0.4161 -0.1287 0.099
C 5.2575 -0.5600 -0.8505 0.006
C 4.5454 -1.3946 -1.8924 0.139
C 1.0404 3.1534 -2.2043 -0.383
H 4.5374 -0.4554 -0.0390 0.035
C 1.5627 0.1214 1.7071 -0.768
H 2.4304 -1.4480 0.6020 0.211
H -0.1613 -0.6253 -2.1508 -0.051
H -3.0052 -0.4001 1.5018 -0.125
H 0.7236 2.2921 -1.6161 -0.122
H 3.6861 -1.9402 -1.5026 -0.148
C -1.8771 -2.2003 1.1125 0.482
C -2.6368 -0.9608 0.6427 0.361
H 1.4622 5.0618 -1.9893 0.268
Pd -0.4292 3.1880 1.3737 -0.006
H 0.6341 -1.3513 0.2649 -0.686
O -1.8336 1.7998 3.1583 -0.160
H -1.4596 -2.4083 2.0976 0.338
O 1.2863 -4.0060 -1.0109 -0.575
H -5.2901 2.9115 5.3657 0.313
C 1.5647 -0.8083 0.4298 0.615



47
Properties=species:S:1:pos:R:3:mulliken_charge:R:1 method="wB97M-V/def2-TZVPD" gap_ev=6.74 largest_force_ha_per_bohr=0.16162 e_homo_ev=-8.3 energy_ev=-41722.3657 lumo_ev=-1.52 smiles="CCP(C)C1=C(C[C@H](C)O)C(=O)C=C(P(CC)CC)C1=O" spin_multiplicity=1
H -3.5017 -0.7159 -0.4070 0.282
C 3.5478 1.8841 -3.0191 -1.013
H 3.8254 2.1800 -4.1371 0.321
H 0.4425 2.6776 -1.4315 0.479
C -1.5424 0.4389 -3.7513 -0.395
H -2.6440 1.8525 -5.1870 0.325
C -3.4422 -0.3497 -1.5168 -0.919
H -2.3518 1.3430 4.8184 0.321
H -4.4318 0.2254 -1.7624 0.346
C -0.9949 -0.4158 4.3075 -0.528
O 1.3580 2.7569 -3.8778 -0.487
H -0.4854 -0.0545 -3.8445 0.194
C 0.9653 0.5687 -0.7049 0.038
H 1.4446 3.5823 -3.2818 0.373
H -0.7573 1.9763 -5.2476 0.182
C 0.0938 -1.3315 1.6253 0.259
H -0.1803 0.3615 3.9102 0.225
C 1.8928 1.6684 -3.0365 0.364
H -2.6462 0.7284 3.0608 0.187
H -3.2773 -0.3784 4.5524 0.295
C -1.6890 1.8937 -4.5119 -0.878
H 1.5737 0.5938 -3.3719 0.181
C 0.1150 -3.3264 4.1083 -0.500
H -0.2335 -3.2461 5.2465 0.293
H 2.0326 -2.0445 4.4261 0.156
H -0.2167 -4.4143 3.7502 0.316
C 1.4729 -0.7079 1.7408 -0.143
H -3.3369 -1.2889 -2.2221 0.260
H 2.2305 -3.4879 3.0919 0.280
H 2.2223 2.4648 -0.8489 0.339
C 2.0964 -0.1586 0.2895 -0.101
C 1.3762 1.9398 -1.5043 -0.825
H -1.7013 2.7558 -3.7182 0.283
C 1.7451 -3.1520 4.1025 -0.832
P -0.8477 -1.9803 3.1559 0.025
C -0.6312 -1.4135 0.1202 -0.158
H -2.3455 -0.3193 -4.2044 0.425
H 3.7605 2.8295 -2.3585 0.274
O 3.3951 -0.2671 -0.0068 -0.570
H -0.6913 -0.6599 5.4193 0.369
H 2.1836 -3.8532 4.9469 0.323
H 4.1235 0.9269 -2.6488 0.259
P -1.8457 0.7119 -1.8632 0.066
C -2.4458 0.3494 4.1633 -0.880
C -0.4226 -0.0375 -0.8077 0.465
O -1.2845 -2.4876 -0.3331 -0.546
H 2.0493 -0.6189 2.7691 0.269



57
Properties=species:S:1:pos:R:3:mulliken_charge:R:1 method="wB97M-V/def2-TZVPD" s_squared=6.0415 gap_ev="8.32 / 5.40" largest_force_ha_per_bohr=0.00725 e_homo_ev="-14.1 / -14.6" energy_ev=-95990.3864 lumo_ev="-5.80 / -9.24" charge=+2 spin_multiplicity=5 e_above_lowest_kcal_mol=1.9
Os -0.7879 0.1202 -0.2924 1.316
Cl -3.9727 3.5548 -2.5476 -0.075
H 0.2918 -4.6227 0.5220 0.270
H 0.2975 -1.8516 3.1325 0.386
Sb -0.6065 0.5108 2.3280 0.063
H 0.7178 0.0923 -5.4953 0.548
N 0.4878 -4.0723 -1.4849 0.100
H 4.6015 1.5687 -2.4067 0.343
H -0.1508 4.0605 4.2108 0.409
H 3.4752 2.8946 -2.0222 0.347
C 0.6917 -0.8519 3.3185 -0.585
H -0.3929 2.4635 4.9048 0.297
C 0.7319 -3.1424 -3.4527 -0.531
H -2.3474 0.5588 4.3281 0.433
H 1.4370 -5.5940 -0.4192 0.353
H -3.9859 -1.2343 3.6500 0.385
H -2.3520 -1.8760 3.5780 0.308
C -3.0282 -1.1401 3.1393 -1.162
C -2.4919 0.2806 3.2833 -0.618
S -0.5724 -2.1336 0.0971 -0.506
H -1.6374 3.1849 3.8829 0.315
Cl -3.2533 4.2562 0.1686 -0.106
H -3.1892 -1.4066 2.0927 0.299
N 0.9308 0.1402 -3.3829 0.273
H -0.1558 -0.6102 5.3135 0.312
S 1.8061 0.7525 -0.8767 -0.220
C 1.2705 0.4462 -4.6410 -0.408
C 1.8202 0.7532 -2.5278 -0.141
H -0.3173 -5.8144 -0.6435 0.354
C -2.0906 2.2458 -1.1133 0.138
C 0.4720 -5.0946 -0.4384 -0.845
H -0.0968 3.0729 1.8848 0.361
H 1.4723 -1.2683 5.2896 0.412
O -1.0426 2.1879 -0.3617 -0.545
C 2.4008 1.2618 -4.6080 -0.200
H 1.2745 -5.2568 -3.0950 0.498
H 0.9080 -2.9150 -4.4890 0.486
H 1.2225 0.4447 4.9888 0.285
C 0.0955 2.4717 2.7730 -0.623
Cl -1.3573 4.6550 -2.0050 -0.119
C 0.9055 -4.2971 -2.7782 -0.587
H -0.9584 -0.3161 -2.1199 -0.196
N 0.2191 -2.2040 -2.5748 0.625
C -0.5610 3.0703 4.0144 -1.161
H -0.9581 -0.8570 -3.9802 -0.080
H 1.1779 2.3899 2.8902 0.495
C 0.8097 -0.5488 4.8094 -1.123
N 2.7213 1.4384 -3.3210 0.171
B -0.2671 -0.8111 -3.0096 0.119
H 4.2455 2.8218 -3.6240 0.333
C -2.6711 3.6370 -1.3876 0.725
C 3.8402 2.2357 -2.8052 -0.806
C 0.0690 -2.8019 -1.3818 0.130
H 2.9463 1.7159 -5.4187 0.480
H 1.6570 -0.7909 2.8133 0.438
H -3.1663 1.0158 2.8430 0.499
O -2.5861 1.2087 -1.5518 -0.666



51
Properties=species:S:1:pos:R:3:mulliken_charge:R:1 method="wB97M-V/def2-TZVPD" gap_ev=7.61 largest_force_ha_per_bohr=0.01624 e_homo_ev=-11.8 energy_ev=-245617.4688 lumo_ev=-4.15 charge=+1 spin_multiplicity=1
Br 3.1968 8.1357 -2.3320 0.013
H -0.0199 -1.7050 -2.6543 0.320
H -3.5110 0.2550 3.1360 0.404
Br 4.2310 5.3125 -3.3684 -0.049
H -1.6888 -2.5657 5.2601 0.343
C -1.9318 -2.1268 3.1519 0.210
H 0.7637 1.6753 0.3838 -0.051
C -2.9181 -1.5935 -1.1596 -0.602
O -3.3664 0.5325 -0.0582 -0.506
C -1.7897 -1.6975 4.6221 -1.229
C -3.1286 -0.2807 2.2683 -0.408
C -2.3677 -0.2883 -0.5937 0.204
H -1.5468 -0.4563 0.1136 -0.065
H -1.9370 0.2684 -1.4252 0.324
H -4.7722 0.7312 1.3615 0.439
C 3.5878 1.4326 -0.4772 -0.675
O -3.1280 -1.6767 2.5493 -0.389
C 2.3170 -1.4940 0.2461 -0.328
C 2.7377 6.5307 -3.2770 -0.310
H 2.1709 1.6892 -2.1333 0.285
H 2.9899 -1.4253 1.0872 0.515
C -4.0328 -0.0072 1.0741 -0.793
H -1.9630 -3.2105 3.1082 0.427
H -1.4690 -2.9217 0.2705 0.243
C 3.8572 0.0432 -1.0679 -1.457
S 1.1174 2.7910 -0.2749 -0.147
H -1.0786 -1.7697 2.5650 -0.090
C -1.0520 -3.0056 -0.7304 -0.478
H 4.6916 -0.4043 -0.5396 0.449
H 4.0883 0.1427 -2.1240 0.423
H 3.2743 1.3627 0.5591 0.445
H -2.7045 -1.1922 4.9139 0.317
C 0.2725 -2.2877 -0.7341 0.073
H 4.5184 1.9906 -0.5031 0.363
H -2.1087 0.0728 2.1100 0.358
H 0.8885 -2.7209 1.2716 0.534
C 2.6385 -0.8229 -0.9373 0.594
H 2.9570 3.1544 -1.6173 -0.209
H -3.5710 -1.3371 -1.9862 0.294
H -4.5901 -0.9082 0.8302 0.350
H -0.9581 -1.0160 4.7605 0.323
H -3.5109 -2.1472 -0.4341 0.428
N 0.6160 -1.6651 -1.8642 0.141
H -0.9056 -4.0523 -0.9825 0.392
C 1.7526 -0.9525 -1.9984 -0.380
H 1.9421 -0.4728 -2.9417 0.492
C 1.1397 -2.2197 0.3520 -0.567
Br 1.1761 5.6875 -2.5275 -0.014
H 2.4958 6.8090 -4.2921 0.354
C 2.5232 2.2290 -1.2608 0.171
O -1.8936 -2.4228 -1.6999 -0.481